# 1
The following is a quantum chemistry calculation of C30H33Cl5CoN3O8PS3 as an isolated structure, from the OMol25 dataset.

The value obtained for the highest occupied orbital energy (spin up / spin down) is -2.53 / -2.53 eV. The lowest unoccupied orbital energy (spin up / spin down) comes out at 0.122 / 0.122 Eh. The expectation value of S² is 0.996. The spin multiplicity is 2. The charge is -2.

```
84
C30H33Cl5CoN3O8PS3 | the OMol25 dataset | ωB97M-V/def2-TZVPD
H 0.8559 -3.3211 5.0033
C 0.8910 2.8857 4.0283
H -1.1844 -4.8056 -1.6103
H -1.8624 3.8712 3.5138
H -0.0296 2.9953 4.6052
H -6.4506 -2.8820 -0.0317
H -2.2980 3.6337 -6.1884
H 0.7330 0.7395 3.7748
Cl 3.5572 -3.6876 5.8910
C -3.2145 1.8923 -3.4409
O 1.3442 -0.6920 1.3465
H 4.7325 2.6488 -4.1135
H -4.0690 1.4308 -2.9635
C -0.9822 3.0317 -4.6283
O -0.6919 0.8847 -1.0194
Cl 4.2512 -0.4843 1.6085
C -5.9510 -2.1569 0.6126
H -1.7902 1.3495 3.8830
H 1.2540 3.8896 -0.4379
S -3.8725 -1.5142 2.1619
C -0.8496 2.3662 -3.4034
H -4.3125 2.6279 -5.1246
H -5.3520 -3.3761 2.3137
H 1.8248 -1.0993 -1.5111
H 1.4052 -0.9915 -3.8976
C 1.7953 -1.3593 2.3389
N -2.7247 -0.0424 0.2442
C -2.5652 3.1904 3.0311
S -5.1215 -0.9539 -0.4687
H -2.7485 1.1319 2.4380
H 1.7198 2.8408 4.7376
C -0.2278 3.1130 0.9520
C 4.0039 1.8489 -4.0624
C -1.1148 -2.8790 -0.6285
C 3.1853 -1.3992 2.6337
C -0.7163 -3.8425 -1.7680
H 0.3447 1.7247 -2.0946
P -0.4641 1.5703 1.9004
Cl -1.3314 -3.1980 -3.3094
C -2.2150 3.1254 -5.2349
O -2.0814 -3.2272 0.0444
C 2.4992 0.3600 -5.1667
C 3.4220 1.3922 -5.2393
H -3.4815 3.1785 3.6250
H -2.8129 3.6060 2.0536
H 1.8026 1.4879 2.6261
N 2.2836 -0.1998 -1.5182
C 2.7134 0.2704 -2.7616
Cl 1.0387 -4.1063 -1.8550
C 0.8612 1.6337 3.1590
C -1.8612 1.0406 -1.5176
H 4.7947 -2.0897 3.8561
C -3.7344 -0.7292 0.5989
H -0.0846 3.4361 -5.0797
O -0.4006 -1.8394 -0.5680
C -2.0030 1.7776 2.8991
H 1.4654 2.1874 -0.0664
H 4.1091 1.6722 -1.9258
H 1.9236 3.4059 1.1249
C -4.9031 -2.8310 1.4831
C 2.1477 -0.2006 -3.9442
Co -0.4649 -0.2786 0.5773
H -6.6979 -1.6544 1.2286
C 1.1856 3.1517 0.3607
C -3.3457 2.5590 -4.6418
C 1.0031 -2.0806 3.2681
C 2.8861 -2.7987 4.5399
H 2.9325 -0.0987 -0.7554
H -0.9746 3.1060 0.1559
H 2.0527 0.0025 -6.0856
H -4.2583 -3.4877 0.8997
Cl -0.7136 -2.0280 3.0394
H 1.0188 3.7895 3.4297
O 0.3747 2.3382 -2.8635
O 5.3156 2.1390 -6.8301
O 3.3035 3.5122 -6.7110
O 3.2249 1.3307 -7.8176
S 3.8554 2.1625 -6.7982
C 1.5189 -2.7881 4.3362
H -0.4177 3.9885 1.5759
C 3.6608 1.2952 -2.8411
C 3.7261 -2.0985 3.6936
C -1.9767 1.7790 -2.8017
N -2.9670 0.6035 -0.9658
```

---

# 2
The following is a quantum chemistry calculation of one molecule with the formula C15H17ClN4O2 at a distorted geometry, from the OMol25 dataset.

The value obtained for the highest occupied orbital energy is -9.20 eV. The lowest unoccupied orbital energy comes out at 0.027 Eh.

```
39
C15H17ClN4O2 | the OMol25 dataset | ωB97M-V/def2-TZVPD
H -2.5268 2.1256 1.1711
N 1.2507 1.1708 1.3137
N -3.5537 -1.5572 1.7582
H 5.1607 1.6818 0.5768
C 1.4107 1.5099 0.0661
H -3.6819 -0.6046 -2.8633
H -1.3752 -0.0048 -1.5086
C 4.0295 -1.9394 -0.0560
Cl 1.7008 -1.2058 -1.1795
C -2.3645 -0.2894 -1.1536
H -2.6561 -1.1014 1.7861
H 2.5314 1.5552 -1.6990
C -4.6945 0.3521 -1.1690
C -4.1033 0.2399 0.2523
H -3.2247 1.0780 -2.6022
H 6.6074 -0.1900 1.2424
C 5.2506 -1.6910 0.5457
C -2.1288 1.6818 0.2550
N 0.2302 1.7943 -0.5576
H 3.6984 -2.9500 -0.2369
H -2.3915 -1.3733 -1.0125
C -4.4878 -1.1002 0.9041
C 5.6567 -0.3876 0.7713
C 3.2256 -0.8761 -0.4283
H -4.4847 1.0188 0.9187
C 2.7245 1.5815 -0.6237
H -5.1636 1.3223 -1.3250
N -2.6510 0.3254 0.1384
H 3.2013 2.5335 -0.3808
C -0.6508 1.5987 0.3739
H -2.3717 2.3236 -0.6032
C -3.4930 0.1474 -2.1011
H -5.4533 -0.4189 -1.2977
H 5.8799 -2.5175 0.8380
C 3.6147 0.4429 -0.2120
O -5.5458 -1.6505 0.7011
H -3.6854 -2.4463 2.2102
C 4.8420 0.6661 0.3957
O -0.0917 1.2230 1.5280
```

---

# 3
The following is a quantum chemistry calculation of C27H21F5N4PRuS3 as an isolated structure, from the OMol25 dataset.

The value obtained for the highest occupied orbital energy (spin up / spin down) is -10.30 / -11.56 eV. The lowest unoccupied orbital energy (spin up / spin down) comes out at -0.140 / -0.200 Eh. The expectation value of S² is 6.043. The spin multiplicity is 5. The charge is +1.

```
62
C27H21F5N4PRuS3 | the OMol25 dataset | ωB97M-V/def2-TZVPD
H -2.6425 -4.3424 1.2568
H -4.5561 -5.8510 1.6089
C 4.1787 0.1820 -2.4558
C -2.8529 -0.7524 -2.9091
F -3.3549 1.6196 -0.3766
C -6.0085 -4.4129 0.9545
C -3.8569 -2.7167 0.5348
N -2.4449 -1.1992 -0.7784
N -0.6223 -0.8904 1.0758
H -7.2252 -2.7898 0.2501
H -4.4594 -1.3152 -4.0147
C 4.3509 1.2806 2.3667
H 1.9558 3.4147 3.4670
S -1.3464 0.1501 -3.0194
S 1.2794 0.6105 -1.0926
H -1.2336 -1.8091 4.7501
C -6.2216 -3.1307 0.4647
H 7.1654 0.2486 -4.0459
H 6.9601 2.6500 -3.4972
C -1.7006 3.2661 -0.4037
C 3.0915 2.1787 0.5263
C 2.5513 2.8329 2.7762
F -2.5584 4.1392 0.1301
C 3.5720 2.0158 3.2501
H 1.1454 -0.0148 1.6658
P 2.7078 2.2915 -1.2308
N -3.2860 -1.3727 -1.8473
H 4.7202 0.7852 0.3135
S 2.0191 3.9211 -1.8929
C -5.1493 -2.2847 0.2411
H -2.9050 -2.4163 3.0076
F -2.0033 1.7634 1.3479
C 4.0593 1.5342 -2.1487
C 0.2737 -0.5579 2.0082
C -2.7058 -1.8226 0.3333
H 5.1518 0.6558 2.7385
C 5.0669 2.4241 -2.5318
H 1.5301 3.5665 1.0328
H 3.7705 1.9640 4.3128
C 6.2967 0.6087 -3.5111
C -1.0544 -1.5594 3.7132
C -3.6465 -3.9983 1.0402
H -6.8496 -5.0736 1.1169
C -1.9902 -1.9065 2.7468
C -1.7426 -1.5663 1.4292
H 0.8467 -0.5990 4.0616
C -2.0540 1.8291 -0.0236
H 3.4090 -0.5212 -2.1707
C 6.1830 1.9573 -3.2041
C 5.2944 -0.2756 -3.1401
C 4.1113 1.3564 1.0029
N -3.5739 -0.8378 -4.0353
F -0.4753 3.5622 0.0478
H -5.3099 -1.2895 -0.1501
C 0.0952 -0.8866 3.3409
C 2.3099 2.9194 1.4161
H -3.3158 -0.3201 -4.8553
H 5.3785 -1.3257 -3.3849
C -4.7224 -4.8496 1.2362
F -1.7176 3.4177 -1.7285
H 4.9696 3.4800 -2.3139
Ru -0.8581 0.0622 -0.8031
```

---

# 4
The following is a quantum chemistry calculation of a 3-piece molecular cluster, C37H71BNO6Si overall at a distorted geometry, from the OMol25 dataset.

The value obtained for the highest occupied orbital energy is -4.26 eV. The lowest unoccupied orbital energy comes out at 0.069 Eh. The charge is -1.

```
117
C37H71BNO6Si | the OMol25 dataset | ωB97M-V/def2-TZVPD
H -1.1949 1.8903 -8.7823
C 3.3248 3.4985 7.0314
C -0.9546 0.2329 6.1618
H 3.4672 4.5783 7.2657
O -0.9394 -3.8301 -3.2923
C -2.8283 -2.1561 1.3416
H -0.8167 -0.5658 -3.6239
C 3.1703 5.3979 3.8158
H 5.5883 4.5791 2.7849
C 0.4866 1.0512 -7.6562
H -1.5562 -1.4904 4.0911
H 4.6189 5.8876 0.1935
C -3.3309 1.6932 -2.1783
C -1.2649 -0.6724 -4.6528
H 1.0197 0.2459 -10.3180
C 4.3593 2.5439 7.3611
H 3.6046 4.5422 4.3337
H 1.4805 -1.0555 4.2704
H -3.2667 2.7116 -0.2501
H 0.6062 -5.2488 -0.0529
H 2.1541 -6.4446 -1.2909
H 0.6496 -1.3211 -5.6797
H -0.8308 -2.8176 -0.3195
C -0.0326 0.5648 -10.1091
C 4.2015 1.1247 7.0645
B -2.0281 -2.8095 -3.3696
C 5.6703 4.8276 1.7255
H -2.5114 2.2333 -2.6560
H -4.2570 -0.2690 3.0245
H 0.6026 1.8326 -6.8559
H 4.4639 6.6437 1.7627
C 1.0541 -0.1809 3.7094
H -1.2077 -2.7079 -5.4539
H -3.0143 -5.3889 -2.0606
H 0.4827 2.5861 -9.2142
H -4.4208 -4.5008 -0.5017
H -2.8792 -4.6248 0.3974
C -0.3724 2.5150 4.1441
H -0.6790 -0.9010 -7.6980
H 1.9229 0.3206 3.1979
C 2.9015 -5.6350 -1.4740
C 2.1472 -4.2448 -1.3897
H 1.2809 -3.5850 0.5014
O 1.4402 4.4499 2.5147
H 4.9921 0.3885 7.3124
H -0.2029 2.8542 -1.8135
O 3.2661 4.9752 1.3932
H -2.0559 0.1178 -4.7480
H -1.3691 2.7705 4.5973
C -3.7318 -2.3855 2.6289
H -4.7628 -2.7217 2.3389
C -0.8024 1.6257 -0.1825
H -2.0140 -1.9517 -2.5125
H 1.4216 0.4612 -7.8154
H -0.4644 2.2473 3.0611
H -2.5558 -1.0574 1.2298
C 2.1179 3.0552 6.3560
C -0.1200 1.6644 -8.9861
C -2.2878 -0.6386 4.0176
H 2.8368 -0.3765 6.1474
H -1.4896 3.5983 -0.8326
H 5.6943 3.8824 1.1798
H 0.2754 -0.4545 2.9632
C -1.9497 -2.0993 -4.8554
H 0.5205 0.4332 -5.2244
O -2.0089 1.0440 -0.2614
H -4.2730 2.1446 -2.4968
H 0.1362 3.5260 -0.2016
H 4.0192 -5.0550 -3.1328
H 0.2865 3.4055 4.2621
H 2.6593 -5.8476 -3.5327
H -1.1591 0.9042 7.0415
H -0.6183 -0.3299 -9.7878
C 2.5439 4.9283 2.5290
O -3.2071 -3.6276 -2.9890
H -3.2931 -1.8077 -0.8180
H -4.3373 -1.3416 4.4764
C -0.0451 -0.4487 -5.6492
H -0.5101 0.9849 -11.0391
C 1.9226 1.6541 5.9987
C -3.3851 -4.0584 -0.4358
H -0.8537 -5.4474 -1.8095
N 3.4220 -5.8397 -2.8534
H -2.8237 1.1145 5.2315
H 3.7632 -5.6941 -0.7668
H -1.8964 0.0146 3.1881
H 6.6157 5.3495 1.5658
C -3.2074 1.7058 -0.6751
C -1.0952 -4.3621 -1.9532
Si 0.3868 1.0182 5.0645
C 4.5063 5.6759 1.2570
C -0.5816 0.0163 -7.0683
H -1.9084 -2.7886 1.4823
H -3.0543 -0.4487 6.1091
H 2.3900 5.8357 4.4383
C 0.9372 -4.2263 -0.3519
H -0.6641 -0.8051 6.4632
H 2.9134 -3.4571 -1.1401
H -2.9300 -2.0442 -5.3923
C 2.9843 0.7032 6.3873
C -3.7303 -1.1077 3.5563
H 3.9273 6.1688 3.6839
C -0.2267 -3.3842 -1.0694
H 1.3363 3.8041 6.1002
H -3.2892 0.6644 -2.5439
C -0.5930 2.9821 -0.8034
H 5.3000 2.8890 7.8500
H 1.7845 -3.9943 -2.4262
C -2.7077 -4.3237 -1.8381
C -3.5719 -2.5433 -0.0282
H 0.3167 -2.6121 -1.6753
H -1.5883 0.4858 -6.9256
H -4.0343 1.1397 -0.2438
O 0.1100 1.0284 0.3240
H -4.6678 -2.3687 0.1877
C -2.3707 0.0987 5.4099
H -3.2600 -3.2117 3.2332
```

---

Values for electronic energy, Ha, ordered as above
-7149.0631 -1411.4962 -3390.4313 -2272.9500